Record 1
{
  "formula": "C19H29N7OsS2Si",
  "method": "ωB97M-V with the def2-TZVPD basis set",
  "elements": ["Os", "C", "C", "N", "N", "C", "S", "N", "N", "H", "H", "H", "H", "H", "H", "N", "C", "N", "S", "H", "H", "H", "H", "C", "C", "C", "C", "C", "C", "N", "C", "C", "C", "C", "C", "C", "H", "H", "H", "H", "H", "H", "H", "H", "H", "H", "C", "Si", "C", "C", "H", "H", "H", "H", "H", "H", "H", "H", "H"],
  "positions_angstrom": [[0.482, -0.015, 0.618], [-2.063, -4.534, 0.833], [-1.276, -3.794, 1.844], [-1.042, -4.154, 3.061], [-0.284, -3.155, 3.597], [-0.034, -2.167, 2.747], [0.832, -0.725, 2.957], [-0.659, -2.569, 1.612], [-0.679, -1.786, 0.438], [-2.391, -5.473, 1.272], [-1.464, -4.756, -0.052], [-2.945, -3.967, 0.529], [0.024, -3.218, 4.557], [-0.378, -2.369, -0.346], [-1.646, -1.493, 0.262], [4.021, 0.484, 0.593], [3.903, -0.828, 0.435], [4.995, -1.576, 0.325], [2.382, -1.601, 0.354], [4.919, 0.942, 0.608], [3.190, 1.051, 0.657], [5.921, -1.196, 0.436], [4.906, -2.568, 0.185], [1.746, 4.396, 0.405], [0.616, 4.440, -0.424], [-0.341, 3.452, -0.377], [-0.185, 2.411, 0.541], [0.892, 2.398, 1.447], [1.878, 3.396, 1.341], [-0.922, 1.204, 0.480], [-2.324, 1.167, 0.251], [-2.853, 0.292, -0.695], [-4.231, 0.209, -0.850], [-5.066, 0.993, -0.068], [-4.527, 1.874, 0.861], [-3.155, 1.970, 1.024], [2.482, 5.186, 0.349], [0.500, 5.260, -1.120], [-1.191, 3.460, -1.047], [0.832, 1.810, 2.355], [2.685, 3.429, 2.062], [-2.191, -0.257, -1.355], [-4.648, -0.451, -1.599], [-6.138, 0.930, -0.194], [-5.180, 2.491, 1.463], [-2.730, 2.652, 1.750], [0.394, -1.912, -2.432], [0.953, -0.202, -1.865], [-0.060, 1.069, -2.801], [2.712, 0.099, -2.423], [0.640, -2.015, -3.492], [-0.686, -2.077, -2.361], [0.922, -2.727, -1.927], [0.099, 0.884, -3.867], [0.300, 2.078, -2.603], [-1.133, 1.045, -2.618], [2.681, 0.191, -3.512], [3.396, -0.713, -2.184], [3.120, 1.035, -2.038]],
  "atomic_forces_ev_per_a": [[-0.1, -0.2, 0.1], [0.0, 0.0, 0.0], [0.0, 0.0, 0.0], [0.0, 0.0, 0.0], [0.0, 0.1, 0.0], [-0.1, -0.1, 0.1], [0.0, 0.1, -0.3], [0.0, 0.0, 0.0], [0.0, 0.1, 0.1], [0.0, 0.0, 0.0], [0.0, 0.0, 0.0], [0.0, 0.0, 0.0], [0.0, 0.0, 0.0], [0.0, 0.0, 0.0], [0.0, 0.0, 0.0], [0.0, 0.0, 0.1], [0.0, 0.1, 0.0], [0.0, 0.0, 0.0], [0.0, -0.1, 0.0], [0.0, 0.0, 0.0], [0.0, 0.0, 0.0], [0.0, 0.0, 0.0], [0.0, 0.0, 0.0], [0.1, 0.0, 0.1], [-0.1, 0.0, 0.0], [0.1, 0.1, -0.1], [0.0, -0.2, 0.0], [0.1, -0.1, 0.0], [0.0, 0.1, 0.0], [0.0, 0.1, 0.1], [0.1, 0.0, 0.0], [-0.1, 0.0, 0.1], [0.0, 0.0, 0.0], [0.0, 0.0, 0.0], [0.0, 0.0, 0.0], [0.0, 0.0, -0.1], [0.0, 0.0, 0.0], [0.0, 0.0, 0.0], [0.0, 0.0, 0.0], [-0.1, 0.1, 0.0], [0.0, 0.0, 0.0], [0.0, 0.0, 0.0], [0.0, 0.0, 0.0], [0.0, 0.0, 0.0], [0.0, 0.0, 0.0], [0.0, 0.0, 0.0], [0.1, -0.1, 0.0], [0.0, 0.1, 0.0], [0.0, 0.0, 0.0], [0.0, 0.0, 0.0], [0.0, 0.0, 0.0], [0.0, 0.0, 0.0], [0.0, 0.0, 0.0], [0.0, 0.0, 0.0], [0.0, 0.1, 0.0], [0.0, 0.0, 0.0], [0.0, 0.0, 0.0], [0.0, 0.0, 0.0], [0.0, 0.0, 0.0]],
  "nbo_charge": [0.463, -0.679, 0.372, -0.193, -0.334, 0.252, -0.006, -0.241, -0.554, 0.289, 0.246, 0.249, 0.455, 0.442, 0.428, -0.757, 0.365, -0.745, -0.111, 0.420, 0.427, 0.421, 0.434, -0.195, -0.130, -0.254, 0.226, -0.373, -0.167, -0.493, 0.156, -0.297, -0.174, -0.182, -0.169, -0.225, 0.247, 0.248, 0.250, 0.261, 0.239, 0.214, 0.236, 0.244, 0.244, 0.234, -1.178, 1.451, -1.147, -1.147, 0.281, 0.225, 0.240, 0.262, 0.246, 0.237, 0.263, 0.240, 0.243],
  "lumo_ev": -6.9,
  "gap_ev": 7.2,
  "homo_energy_ev": -14.08,
  "total_charge": 2
}

=====

Record 2
{
  "formula": "C19H29NO2S2Se2V",
  "method": "ωB97M-V with the def2-TZVPD basis set",
  "elements": ["V", "C", "Se", "C", "C", "Se", "C", "H", "H", "H", "H", "H", "H", "H", "H", "H", "H", "O", "C", "C", "C", "C", "C", "C", "C", "C", "N", "H", "H", "H", "H", "H", "H", "H", "H", "H", "H", "H", "C", "S", "O", "C", "C", "C", "C", "C", "C", "H", "H", "H", "H", "H", "H", "H", "H", "S"],
  "positions_angstrom": [[0.224, -0.307, 0.504], [1.200, -0.880, 4.168], [1.828, -0.346, 2.416], [2.805, -1.971, 1.968], [3.474, -1.822, 0.610], [2.498, -0.708, -0.685], [3.618, 0.875, -0.547], [0.718, -1.851, 4.127], [0.502, -0.124, 4.512], [2.067, -0.903, 4.818], [2.088, -2.777, 1.981], [3.545, -2.132, 2.746], [3.587, -2.790, 0.142], [4.453, -1.363, 0.691], [4.618, 0.601, -0.860], [3.613, 1.254, 0.469], [3.220, 1.617, -1.232], [1.051, 2.037, 0.784], [0.507, 2.874, 1.845], [-0.813, 3.478, 1.438], [-1.795, 2.417, 0.931], [-2.048, 1.337, 1.946], [-2.933, 1.605, 2.982], [-3.229, 0.639, 3.920], [-2.629, -0.607, 3.796], [-1.745, -0.812, 2.770], [-1.417, 0.135, 1.845], [1.231, 2.599, 0.025], [1.224, 3.644, 2.119], [0.389, 2.218, 2.702], [-0.656, 4.218, 0.650], [-1.221, 4.014, 2.299], [-1.414, 1.980, 0.019], [-2.745, 2.890, 0.688], [-3.404, 2.581, 3.024], [-3.927, 0.842, 4.723], [-2.851, -1.417, 4.481], [-1.271, -1.770, 2.660], [0.547, 0.719, -3.736], [-0.847, 0.727, -2.638], [-0.239, 0.606, -1.219], [-1.628, -0.784, -3.079], [-0.960, -2.006, -3.036], [-1.648, -3.149, -3.399], [-2.981, -3.065, -3.800], [-3.637, -1.842, -3.830], [-2.963, -0.687, -3.458], [1.134, -0.184, -3.592], [1.133, 1.617, -3.536], [0.142, 0.758, -4.749], [0.071, -2.073, -2.721], [-1.146, -4.110, -3.377], [-3.509, -3.966, -4.092], [-4.673, -1.785, -4.139], [-3.461, 0.278, -3.480], [-0.195, -2.274, 0.270]],
  "atomic_forces_ev_per_a": [[-0.5, -0.3, -0.7], [-0.1, -0.1, -0.1], [0.6, 0.0, 0.6], [0.1, 0.2, -0.1], [-0.1, 0.1, 0.0], [0.3, -0.1, -0.1], [-0.1, 0.0, 0.0], [0.0, 0.0, 0.0], [0.0, 0.1, 0.0], [0.1, 0.0, 0.1], [-0.2, -0.2, 0.0], [0.1, 0.0, 0.1], [0.1, -0.2, -0.1], [0.1, 0.1, 0.0], [0.1, 0.0, 0.0], [0.0, 0.0, 0.1], [0.0, 0.1, -0.1], [-0.2, -0.2, 0.6], [0.2, 0.0, -0.2], [-0.1, 0.0, 0.0], [0.0, 0.0, 0.2], [0.2, -0.3, -0.1], [-0.1, 0.1, 0.0], [0.0, 0.0, 0.1], [-0.1, 0.0, 0.2], [0.2, 0.4, -0.4], [-0.5, 0.5, 0.4], [-0.1, 0.0, -0.2], [0.1, 0.0, 0.0], [0.0, -0.2, 0.1], [0.0, 0.0, 0.0], [0.0, 0.0, 0.0], [0.0, -0.1, -0.2], [0.0, 0.0, 0.0], [0.0, -0.1, 0.0], [0.0, 0.0, 0.0], [0.0, 0.1, -0.1], [0.1, -0.1, -0.1], [0.2, 0.0, 0.0], [-0.4, 0.1, 0.3], [0.0, -0.1, -0.3], [0.0, -0.1, 0.2], [-0.1, 0.0, -0.1], [0.0, -0.1, 0.0], [0.0, 0.0, 0.0], [0.0, 0.0, 0.0], [0.0, 0.0, 0.0], [0.1, 0.0, 0.0], [0.0, -0.1, 0.0], [0.0, 0.0, 0.0], [0.1, 0.0, 0.0], [-0.1, 0.1, 0.0], [0.0, 0.1, 0.0], [0.1, 0.0, 0.0], [0.1, -0.1, 0.0], [0.1, 0.5, 0.0]],
  "mulliken_spin": [1.573, 0.007, -0.027, -0.004, -0.002, -0.023, 0.000, -0.001, 0.001, -0.002, 0.007, 0.000, 0.001, -0.002, -0.002, 0.002, 0.000, -0.006, 0.007, 0.000, 0.001, 0.009, -0.001, 0.007, -0.005, 0.015, -0.016, 0.002, 0.000, -0.003, 0.000, 0.000, 0.003, 0.001, 0.000, 0.000, 0.000, -0.002, 0.003, -0.004, 0.033, 0.004, -0.012, 0.001, 0.000, -0.001, 0.002, 0.001, 0.000, 0.000, 0.001, 0.000, 0.000, 0.000, 0.000, -0.567],
  "lumo_ev": [-7.1, -6.1],
  "multiplicity": 2,
  "gap_ev": [7.8, 8.8],
  "homo_energy_ev": [-14.86, -14.85],
  "total_charge": 2
}

=====

Record 3
{
  "formula": "C19H29NO2S2Se2V",
  "method": "ωB97M-V with the def2-TZVPD basis set",
  "elements": ["V", "C", "Se", "C", "C", "Se", "C", "H", "H", "H", "H", "H", "H", "H", "H", "H", "H", "O", "C", "C", "C", "C", "C", "C", "C", "C", "N", "H", "H", "H", "H", "H", "H", "H", "H", "H", "H", "H", "C", "S", "O", "C", "C", "C", "C", "C", "C", "H", "H", "H", "H", "H", "H", "H", "H", "S"],
  "positions_angstrom": [[0.338, -0.295, 0.337], [-1.328, -4.876, 2.057], [-1.553, -2.971, 2.413], [0.176, -2.671, 3.338], [0.194, -1.302, 3.984], [0.680, 0.150, 2.755], [2.607, 0.012, 2.975], [-0.414, -5.048, 1.494], [-2.188, -5.210, 1.483], [-1.300, -5.419, 2.999], [0.981, -2.797, 2.605], [0.258, -3.453, 4.094], [0.916, -1.253, 4.804], [-0.796, -1.059, 4.379], [2.847, 0.314, 3.995], [3.073, 0.708, 2.279], [2.963, -1.003, 2.799], [0.081, -2.453, -0.127], [-1.001, -2.873, -0.977], [-0.886, -2.415, -2.427], [-0.987, -0.889, -2.635], [0.384, -0.284, -2.619], [0.983, 0.171, -3.791], [2.318, 0.537, -3.788], [3.049, 0.379, -2.616], [2.381, -0.044, -1.485], [1.075, -0.318, -1.472], [0.871, -2.917, -0.452], [-1.909, -2.475, -0.513], [-1.041, -3.970, -0.957], [-1.698, -2.895, -2.970], [0.049, -2.788, -2.856], [-1.621, -0.452, -1.856], [-1.442, -0.702, -3.606], [0.403, 0.212, -4.699], [2.786, 0.907, -4.686], [4.108, 0.580, -2.587], [2.918, -0.175, -0.547], [1.598, 4.116, 0.372], [0.974, 2.639, -0.482], [1.160, 1.511, 0.546], [-0.776, 3.012, -0.368], [-1.378, 3.306, 0.849], [-2.711, 3.677, 0.861], [-3.430, 3.728, -0.324], [-2.836, 3.367, -1.523], [-1.499, 3.010, -1.551], [1.069, 4.252, 1.310], [1.409, 4.950, -0.296], [2.666, 4.023, 0.541], [-0.822, 3.251, 1.776], [-3.183, 3.938, 1.796], [-4.458, 4.050, -0.312], [-3.406, 3.377, -2.437], [-1.011, 2.761, -2.484], [-1.646, 0.073, 0.603]],
  "atomic_forces_ev_per_a": [[-2.4, -0.4, 1.5], [0.1, 0.1, 0.2], [0.0, -0.1, 0.6], [-0.4, -0.4, -0.5], [-0.1, -0.1, -0.1], [0.2, -0.3, 1.3], [0.2, 0.0, 0.1], [0.0, 0.0, 0.0], [0.0, 0.1, 0.0], [0.0, 0.0, -0.1], [0.0, 0.0, 0.2], [0.0, 0.1, 0.0], [-0.1, 0.1, -0.1], [0.2, 0.1, 0.0], [0.0, 0.0, -0.1], [0.0, 0.0, 0.0], [-0.1, 0.1, 0.0], [1.0, 0.4, 0.0], [-0.8, -0.3, -0.5], [0.1, 0.1, 0.4], [0.0, -0.1, 0.0], [-0.4, -0.1, -0.6], [0.1, 0.0, 0.2], [-0.1, -0.1, 0.2], [-0.1, -0.1, 0.1], [1.0, 0.1, -0.3], [0.5, 0.2, -1.5], [-0.1, 0.2, 0.2], [0.2, -0.2, 0.0], [0.0, 0.2, 0.1], [0.0, -0.1, 0.0], [-0.1, -0.1, -0.1], [0.1, 0.0, -0.3], [0.0, 0.1, 0.0], [-0.1, 0.0, -0.1], [0.1, 0.0, -0.1], [0.1, 0.0, 0.1], [0.0, 0.2, 0.0], [0.0, -0.5, -0.2], [-0.9, 1.5, 0.1], [0.5, -0.5, 0.2], [0.4, 0.1, -0.4], [0.1, 0.1, 0.1], [0.1, 0.0, 0.1], [0.0, -0.1, -0.1], [-0.1, 0.0, 0.0], [0.2, 0.0, 0.0], [0.0, -0.1, 0.0], [-0.1, 0.1, -0.1], [0.1, -0.2, -0.1], [0.0, 0.0, 0.0], [0.0, 0.0, 0.1], [-0.1, 0.0, 0.0], [-0.1, 0.0, -0.1], [0.0, 0.0, -0.1], [0.9, -0.2, -0.2]],
  "mulliken_spin": [1.662, -0.002, -0.008, 0.005, 0.001, -0.033, 0.000, 0.000, 0.000, -0.001, 0.004, 0.000, -0.002, 0.001, -0.003, 0.001, 0.000, -0.001, -0.014, 0.006, 0.004, 0.045, -0.002, 0.011, -0.004, 0.039, -0.067, 0.005, 0.008, 0.001, -0.001, -0.002, -0.007, 0.001, 0.000, 0.000, 0.000, -0.001, -0.002, 0.005, -0.002, -0.001, 0.000, 0.006, -0.002, 0.002, -0.011, 0.000, 0.000, 0.000, -0.002, 0.000, 0.000, 0.000, 0.001, -0.645],
  "lumo_ev": [-7.2, -6.3],
  "multiplicity": 2,
  "gap_ev": [6.0, 6.9],
  "homo_energy_ev": [-13.18, -13.20],
  "total_charge": 2
}

=====

Record 4
{
  "formula": "C19H30BF4N4OS3V",
  "method": "ωB97M-V with the def2-TZVPD basis set",
  "elements": ["V", "C", "C", "S", "C", "C", "S", "C", "C", "S", "H", "H", "H", "H", "H", "H", "H", "H", "H", "H", "H", "H", "C", "C", "N", "C", "C", "C", "O", "C", "C", "C", "C", "N", "C", "H", "H", "H", "H", "H", "H", "H", "H", "H", "H", "H", "H", "H", "H", "F", "B", "F", "F", "F", "N", "C", "C", "C", "N", "H", "H", "H", "H"],
  "positions_angstrom": [[-0.388, 0.561, 1.535], [-1.619, 2.629, -0.635], [-2.060, 3.468, 0.562], [-1.053, 3.037, 2.055], [-2.354, 2.790, 3.344], [-3.394, 1.632, 3.184], [-2.688, -0.012, 2.675], [-3.647, -0.351, 1.202], [-3.473, 0.535, -0.024], [-1.744, 0.814, -0.456], [-0.519, 2.832, -0.783], [-2.057, 2.995, -1.565], [-3.151, 3.351, 0.826], [-1.790, 4.496, 0.297], [-2.888, 3.766, 3.326], [-1.726, 2.634, 4.245], [-4.165, 1.904, 2.404], [-3.918, 1.493, 4.123], [-4.696, -0.443, 1.450], [-3.345, -1.372, 1.025], [-3.932, 1.503, 0.057], [-3.956, -0.075, -0.836], [-0.892, -1.364, -3.754], [0.460, -0.744, -3.951], [1.610, -1.543, -3.455], [1.810, -2.841, -4.074], [1.361, -4.130, -3.183], [2.615, -0.995, -2.721], [3.764, -1.414, -2.687], [2.382, 0.129, -1.751], [3.473, 0.890, -1.418], [3.489, 1.727, -0.303], [2.351, 1.661, 0.505], [1.268, 0.949, 0.204], [1.300, 0.119, -0.887], [-1.729, -0.670, -3.922], [-1.078, -1.766, -2.737], [-0.953, -2.221, -4.371], [0.536, 0.192, -3.511], [0.721, -0.697, -5.019], [2.857, -2.952, -4.380], [1.219, -2.856, -4.979], [1.636, -4.064, -2.124], [1.897, -4.946, -3.582], [0.300, -4.359, -3.232], [4.353, 0.868, -2.057], [4.308, 2.360, 0.078], [2.374, 2.239, 1.385], [0.479, -0.637, -0.897], [-1.553, -2.535, 1.952], [-0.733, -2.574, 0.862], [0.225, -1.430, 1.036], [-1.483, -2.306, -0.303], [0.089, -3.639, 0.713], [1.949, -0.668, 3.024], [2.973, -0.498, 3.877], [2.709, 0.658, 4.620], [1.508, 1.140, 4.068], [1.064, 0.311, 3.130], [1.904, -1.413, 2.291], [3.752, -1.157, 3.869], [3.300, 0.954, 5.450], [0.947, 2.036, 4.222]],
  "atomic_forces_ev_per_a": [[0.2, -0.2, 0.5], [1.1, 0.3, 0.0], [-0.3, -0.3, 0.2], [-0.7, -0.7, -0.2], [-0.1, -0.1, -0.3], [0.3, 0.5, -1.4], [0.2, 1.1, 0.6], [0.0, -0.2, 0.1], [-0.3, -1.4, -0.6], [-0.1, 0.4, -0.8], [-0.9, -0.5, 0.2], [-0.4, -0.2, 0.1], [1.2, 0.3, -0.4], [-0.5, 0.0, 0.3], [0.3, -0.7, 0.7], [-0.7, 0.4, -0.3], [0.8, -0.2, 0.8], [0.0, 0.0, 0.1], [-0.3, 0.3, 0.2], [0.2, -0.3, -0.5], [-0.5, 0.3, 0.1], [0.4, 1.0, 0.4], [-0.6, 0.0, 1.5], [1.2, -1.8, -0.8], [-0.4, 0.3, 0.9], [-0.2, -1.6, 0.9], [0.4, 2.2, -0.3], [0.4, -0.4, -0.3], [-0.2, -0.5, -0.3], [-1.2, -0.9, 0.5], [1.6, 1.8, 0.0], [-0.9, -0.6, 0.5], [0.6, 0.2, -1.5], [0.1, -1.1, -0.3], [-0.2, 0.3, 0.8], [0.4, -0.2, -0.4], [0.5, 0.4, -0.2], [-0.5, -0.8, -0.9], [0.1, 1.9, 0.6], [-0.6, 0.6, 0.1], [-0.2, 0.0, 0.3], [-0.2, 0.0, -0.3], [0.0, 0.3, -0.3], [0.5, -1.1, -0.5], [-0.1, 0.3, -0.1], [-0.2, -0.2, 0.1], [-0.3, -0.6, -0.8], [-0.5, 0.5, 1.1], [0.8, 0.9, -0.7], [-0.2, -0.2, 0.6], [0.0, -0.1, -1.0], [-0.3, 0.7, 0.4], [0.3, 0.3, 0.3], [-0.1, -0.5, 0.2], [1.2, -1.2, -0.6], [-2.2, 2.0, 0.3], [-0.3, -1.1, -1.1], [0.5, -0.6, 0.2], [-0.8, 0.4, -0.7], [-0.5, 1.1, 0.9], [1.9, -1.6, 0.2], [0.2, 0.6, 0.3], [-0.1, 0.3, 0.5]],
  "mulliken_spin": [2.958, 0.012, 0.001, -0.016, 0.009, 0.002, -0.014, 0.024, -0.015, -0.011, 0.004, 0.001, 0.002, 0.001, -0.002, -0.003, 0.000, 0.000, 0.000, 0.000, -0.003, 0.001, 0.000, 0.001, 0.000, 0.000, 0.000, 0.000, -0.001, -0.010, 0.011, -0.002, 0.054, -0.077, 0.002, 0.000, 0.001, 0.000, -0.001, 0.000, 0.000, 0.000, 0.000, 0.000, 0.000, 0.000, 0.000, 0.003, 0.028, 0.005, -0.012, -0.019, 0.007, 0.001, 0.015, 0.012, 0.005, 0.014, 0.010, 0.006, 0.002, 0.001, -0.007],
  "lumo_ev": [-2.4, -2.6],
  "multiplicity": 4,
  "gap_ev": [9.0, 8.7],
  "homo_energy_ev": [-11.39, -11.39],
  "total_charge": 1
}

=====

Energy above the lowest of the compared OMol25 structures with the same formula, charge and spin values (in kJ/mol) by entry order: 0.00 27.27 159.30 0.00.
Molecular weight values (in u) by entry order: 637.94 576.44 576.44 564.43.
E_tot values (in eV) by entry order: -62607.134 -203796.578 -203795.210 -97940.180.